# 1
The following is a quantum chemistry calculation of 3 unconnected molecules or ions with the total composition C22H44N2O6 in a non-equilibrium geometry, from OMol25.

The value obtained for the energy relative to the best compared isomer or geometry (same formula, charge and spin) is 11.7170 eV. Its spin multiplicity is 1. The total energy comes out at -38780.57833 eV. For the largest force on an atom, the calculation gives 12.5 eV/Å. The SMILES is COCCCCCC[C@@H](C#N)[C@@H](C#N)C[C@H](C)O.COCCOC.COCCOC. As for the total charge: 0.

Geometry as XYZ:
```
74
Properties=species:S:1:pos:R:3:forces:R:3
C 2.915273 -2.852443 -0.189337 -0.4 -0.1 -0.1
O 2.573100 -1.632443 0.586741 0.3 0.2 -1.6
C 2.540827 -0.440145 -0.284612 0.0 0.6 -0.7
C 2.087756 0.940343 0.542433 -1.3 -1.7 0.1
C 0.427668 0.806530 0.688245 1.0 -0.2 -0.2
C -0.275255 1.518729 -0.613540 -0.9 0.0 1.2
C -1.891179 1.172387 -0.581617 0.0 1.6 0.3
C -2.485371 0.523153 -1.951610 0.6 0.4 -0.4
C -2.735972 -1.090835 -1.949572 -0.4 -0.7 -1.5
C -1.428199 -1.973556 -2.506116 6.7 -4.8 -2.1
N -0.404527 -2.693435 -2.908585 -9.7 6.8 3.8
C -3.371464 -1.698771 -0.551504 -0.4 -1.3 -1.3
C -4.241257 -3.048257 -1.023877 -2.9 -7.5 -2.4
N -4.772443 -4.177035 -1.398089 4.8 10.4 3.4
C -2.285413 -2.190061 0.553541 0.6 -1.3 0.5
C -2.470545 -1.641621 2.075564 1.3 -0.6 1.6
C -2.695791 -2.869086 3.189205 0.5 1.1 -0.6
O -3.509202 -0.632071 2.291306 -0.4 -1.9 -0.9
H 4.075374 -3.068421 -0.200587 -2.2 0.7 -0.1
H 2.475843 -2.707196 -1.279711 1.0 -0.6 2.1
H 2.407875 -3.777852 0.341856 0.9 2.0 -1.1
H 3.588469 -0.314009 -0.793087 -1.8 -0.1 0.9
H 1.739413 -0.640748 -1.146355 1.6 0.5 1.7
H 2.296541 1.917866 -0.066247 0.0 -2.0 1.2
H 2.569038 0.910620 1.609726 -0.7 0.3 -2.2
H 0.038732 1.229186 1.729280 0.8 -0.6 -2.4
H 0.213724 -0.347032 0.711521 0.3 2.1 -0.1
H 0.141410 1.177636 -1.652334 -0.4 0.7 2.1
H -0.145588 2.693872 -0.451998 -0.1 -2.6 -0.7
H -2.095962 0.582687 0.405400 0.1 0.9 -2.0
H -2.432608 2.228026 -0.444518 1.0 -2.4 -0.3
H -1.720540 0.793271 -2.827173 -1.7 -0.7 1.8
H -3.496502 1.060102 -2.251163 2.0 -1.4 0.8
H -3.576792 -1.289380 -2.775330 2.0 0.3 1.7
H -4.175246 -0.930418 -0.195181 1.7 -1.4 -0.4
H -1.145549 -1.989907 0.259494 -2.7 -0.2 0.2
H -2.363873 -3.380381 0.610716 0.1 2.6 -0.2
H -1.441469 -1.135691 2.408712 -2.4 -0.8 -0.9
H -1.834507 -3.690220 3.097706 -2.1 1.8 0.1
H -2.617055 -2.329013 4.245127 -0.4 -1.4 -2.2
H -3.763735 -3.301610 2.986434 2.1 0.5 0.6
H -4.396835 -1.085565 2.140626 1.7 0.8 0.4
C 1.866357 -0.621373 -4.044820 -0.2 0.1 0.1
O 2.042874 0.702176 -4.538531 0.2 -0.2 -0.4
C 2.910175 0.751104 -5.675468 -0.6 0.3 -0.1
C 2.114195 0.791429 -6.990106 0.3 -0.6 0.2
O 1.362208 -0.409873 -7.185470 -0.1 0.5 0.3
C 0.003240 -0.273826 -6.780914 0.1 -0.2 -0.1
H 0.961845 -0.638225 -3.428289 0.2 0.1 -0.1
H 1.747128 -1.353213 -4.849024 0.0 0.1 0.0
H 2.722105 -0.899555 -3.424453 0.1 -0.1 0.0
H 3.610068 -0.092427 -5.664566 -0.1 0.0 -0.1
H 3.494290 1.669413 -5.596069 0.0 0.1 0.0
H 2.821925 0.863425 -7.822797 0.0 0.0 0.0
H 1.459392 1.669216 -7.031390 0.0 -0.1 0.1
H -0.565173 0.226188 -7.570331 -0.1 0.1 0.0
H -0.100414 0.287533 -5.847920 0.1 0.0 -0.1
H -0.409297 -1.275249 -6.627667 0.1 0.1 -0.1
C 0.966357 1.664834 7.437938 -0.1 0.1 0.1
O 1.142874 2.988382 6.944228 0.2 -0.3 -0.4
C 2.010175 3.037310 5.807290 -0.6 0.2 -0.1
C 1.214195 3.077635 4.492653 0.3 -0.5 0.2
O 0.462208 1.876334 4.297289 -0.1 0.4 0.3
C -0.896760 2.012381 4.701844 0.0 -0.2 -0.1
H 0.061845 1.647982 8.054469 0.2 0.1 -0.1
H 0.847128 0.932994 6.633735 0.0 0.1 0.0
H 1.822105 1.386651 8.058305 0.0 -0.1 0.0
H 2.710068 2.193780 5.818192 -0.1 0.0 -0.1
H 2.594290 3.955620 5.886690 0.0 0.1 0.0
H 1.921925 3.149632 3.659962 0.0 0.0 0.0
H 0.559392 3.955423 4.451369 0.0 -0.1 0.1
H -1.465173 2.512395 3.912428 -0.1 0.0 0.0
H -1.000414 2.573740 5.634839 0.1 0.0 -0.1
H -1.309297 1.010958 4.855092 0.1 0.1 -0.1
```
Forces are in eV/Å.

***

# 2
The following is a quantum chemistry calculation of a molecular structure, C22H44N2Si4SrTe in a non-equilibrium geometry, from OMol25.

The value obtained for the energy relative to the best compared isomer or geometry (same formula, charge and spin) is 5.8281 eV. Its spin multiplicity is 1. The total energy comes out at -66142.90688 eV. For the largest force on an atom, the calculation gives 6.8 eV/Å. As for the total charge: 0.

Geometry as XYZ:
```
74
Properties=species:S:1:pos:R:3:forces:R:3
C -2.954679 -1.446934 -1.118837 -4.3 -2.6 -4.6
C -2.932255 1.525171 -5.051357 -5.2 -3.0 0.7
H -2.466500 -2.269811 -1.767567 -0.1 2.2 1.2
H -4.135082 -1.321913 -1.651368 2.9 -0.7 1.3
H -2.893198 -0.467728 -0.745172 1.8 1.0 -0.1
H -2.367259 0.728745 -5.499557 0.9 0.5 -0.3
H -4.053235 1.067655 -4.753691 2.9 1.2 -1.0
H -2.819018 2.373252 -4.453619 1.3 1.4 0.4
C -0.095109 -2.902317 -3.104339 0.7 -0.2 -0.2
C 0.880228 -3.903402 -3.147539 0.0 0.0 0.0
C 2.105337 -3.628603 -3.755873 -0.5 0.3 0.1
C 2.315196 -2.352511 -4.284342 -0.2 0.0 0.1
H -1.058983 -3.087917 -2.614489 0.5 0.2 -0.3
H 0.656636 -4.867377 -2.687710 0.2 0.3 -0.2
H 2.887115 -4.382686 -3.805310 -0.2 0.2 0.0
H 3.255472 -2.085583 -4.748641 0.0 -0.3 0.1
N 0.123109 -1.689900 -3.616863 0.3 0.4 -0.3
C 1.313592 -1.384786 -4.195659 -0.4 -1.2 0.5
C 1.543755 0.005535 -4.654165 -0.1 2.0 -0.4
N 0.578166 0.929490 -4.389670 0.5 -0.3 0.1
C 0.789655 2.232528 -4.645984 -0.2 -0.6 0.1
C 2.948507 1.776830 -5.582434 -0.7 -1.0 0.4
C 1.964843 2.684813 -5.239094 -0.2 0.3 0.1
H -0.022372 2.919731 -4.332732 0.6 -0.5 -0.2
H 2.074403 3.746017 -5.412208 0.1 0.0 -0.1
C 2.729649 0.424502 -5.281930 0.2 -0.7 0.0
H 3.483028 -0.345063 -5.521159 -0.4 0.8 0.1
H 3.865837 2.081149 -6.050643 0.2 0.1 -0.1
Sr -1.525475 0.233784 -2.912216 -0.2 0.8 1.1
C -1.356346 3.179488 -1.992401 -1.1 -1.3 -0.7
H -1.321485 3.868556 -2.855080 0.0 -0.1 0.6
H -0.429428 3.056208 -1.433225 0.0 0.4 0.0
H -2.282679 3.265163 -1.370182 1.0 0.3 -0.5
C -3.211460 -0.609333 1.499138 -0.6 -0.1 0.9
Si -1.877772 -1.242946 2.628624 -0.2 0.3 -0.5
C -2.385804 -0.826294 4.388767 0.1 -0.3 0.2
C -1.615337 -3.094157 2.363157 -0.1 0.3 0.3
Si 0.159989 -0.148268 2.193757 0.0 -0.1 0.8
Te 0.901960 -0.423017 -0.127295 0.1 -0.1 -0.6
Si 0.070649 2.193976 2.415341 -0.2 -0.3 -0.2
C -0.178064 2.602395 4.237512 0.1 0.2 0.0
C 1.701088 2.905885 1.785140 -0.1 0.2 0.1
C -1.375259 2.870809 1.439088 -0.2 0.3 -0.1
Si 1.809665 -1.020677 3.644865 -0.5 0.3 -0.5
C 1.317639 -0.639724 5.424880 0.3 -0.2 0.0
C 1.919029 -2.881281 3.371726 0.2 0.0 0.2
C 3.455618 -0.218193 3.222365 0.3 -0.1 0.2
H -4.197690 -0.685496 1.980819 0.2 0.3 0.3
H -3.312143 -1.263318 0.616245 0.2 0.0 0.5
H -3.044024 0.413128 1.146411 -0.1 -0.1 0.1
H -3.432932 -1.138194 4.493991 0.2 0.1 0.1
H -1.785869 -1.367911 5.124110 -0.1 0.1 0.1
H -2.327100 0.246881 4.600725 0.0 -0.2 -0.1
H -1.061979 -3.282701 1.442033 -0.1 0.0 0.0
H -1.076182 -3.544944 3.196888 0.0 -0.1 0.0
H -2.599925 -3.560830 2.283556 0.0 -0.1 0.0
H 0.726977 2.423944 4.829090 -0.2 0.0 -0.1
H -0.418789 3.673193 4.296579 0.0 -0.2 0.1
H -1.006700 2.043267 4.688297 0.2 0.1 -0.1
H 2.009529 2.436038 0.843849 -0.1 0.1 0.1
H 1.562149 3.982650 1.611333 0.1 -0.2 0.0
H 2.508363 2.777255 2.517007 -0.1 0.0 -0.2
H -1.281623 2.736955 0.349674 0.0 0.0 0.5
H -2.336252 2.431222 1.752377 0.3 0.1 0.0
H -1.434908 3.958876 1.628960 0.0 -0.3 -0.1
H 0.349978 -1.072742 5.696270 0.1 0.1 -0.1
H 2.084497 -1.088583 6.068712 -0.1 0.1 0.1
H 1.286374 0.434173 5.631517 0.0 -0.2 -0.1
H 1.937040 -3.127096 2.303294 0.0 0.1 0.2
H 2.857691 -3.233917 3.820659 -0.2 -0.1 -0.1
H 1.086981 -3.421207 3.837467 0.2 0.1 -0.1
H 3.637534 -0.214226 2.138407 -0.1 0.0 0.2
H 3.520878 0.817160 3.585857 0.0 -0.3 -0.1
H 4.254778 -0.804856 3.703868 -0.1 0.3 -0.2
```
Forces are in eV/Å.